Computed, not measured: C38H48BaIN7O4 as an isolated structure, with wB97M-V/def2-TZVPD.

ORCA input file:
```
! wB97M-V def2-TZVPD RIJCOSX def2/J DEFGRID3
* xyz 0 1
Ba 0.50245 -0.37859 -0.01550
O 1.57898 -1.90555 -1.60331
C 2.09738 -2.80333 -2.38234
C 2.10579 -2.65343 -3.78534
C 2.79942 -3.52659 -4.60033
C 3.51923 -4.59046 -4.06197
C 3.50090 -4.77200 -2.68740
C 2.77432 -3.93358 -1.84550
C 2.86561 -4.17394 -0.38572
N 1.96183 -4.23990 0.49986
C 0.57077 -4.15025 0.10252
C -0.36955 -4.46604 1.25699
N -0.20965 -3.54784 2.37713
C -1.19452 -2.85683 2.77457
C -2.55092 -2.73384 2.17499
C -3.68257 -3.11437 2.88807
C -4.95160 -2.99587 2.34241
C -5.07725 -2.47291 1.05748
C -3.96893 -2.06006 0.34226
C -2.66714 -2.15530 0.88251
O -1.62150 -1.69325 0.26400
H 1.57091 -1.80635 -4.20098
H 2.79269 -3.37115 -5.67363
H 4.06912 -5.26693 -4.70279
H 4.05830 -5.59321 -2.24661
H 3.88365 -4.35745 -0.02404
H 0.36585 -4.85491 -0.71229
H 0.32396 -3.16921 -0.30260
H -0.12094 -5.45709 1.64630
H -1.39411 -4.49046 0.87389
H -1.01040 -2.25430 3.67424
H -3.56090 -3.52657 3.88482
H -5.82381 -3.30863 2.90020
H -6.06042 -2.38242 0.60983
H -4.07171 -1.65688 -0.65920
C 1.93925 -1.27460 3.48601
O 2.17900 -0.38101 2.40284
C 2.87025 0.80571 2.76104
C 1.94004 1.99531 2.65153
O 1.60320 2.27595 1.30067
C 2.61566 3.03565 0.64337
H 2.88344 -1.55038 3.96455
H 1.46673 -2.16915 3.08184
H 1.28534 -0.81013 4.23404
H 3.70543 0.93247 2.06639
H 3.27581 0.71621 3.77208
H 2.39127 2.88465 3.10772
H 1.00489 1.77536 3.16623
H 2.85744 3.92970 1.22774
H 2.21817 3.33071 -0.32377
H 3.52043 2.44561 0.48319
I 2.45551 1.42348 -2.79621
C 3.74933 0.05728 -1.85607
C 4.63876 -0.65554 -2.64170
C 5.46290 -1.56936 -2.00127
C 5.35175 -1.72680 -0.62725
C 4.41195 -0.97122 0.05051
N 3.62079 -0.07969 -0.54894
H 4.66573 -0.51859 -3.71205
H 6.15950 -2.16552 -2.57580
H 5.96196 -2.43815 -0.08864
H 4.26537 -1.09449 1.11779
N -1.28797 0.52475 2.43790
C -2.12227 1.63624 2.18945
C -1.89975 2.85426 2.82809
C -2.71801 3.94255 2.56188
C -3.75700 3.83666 1.64825
C -3.97048 2.62276 1.00529
C -3.16405 1.52878 1.27038
H -1.77747 -0.34620 2.25291
H -0.93698 0.51458 3.38571
H -1.09441 2.94635 3.54927
H -2.54235 4.87760 3.08016
H -4.40197 4.68372 1.45165
H -4.78696 2.51919 0.29992
H -3.34511 0.57569 0.78601
C -1.27012 5.63916 -1.49229
C -0.66685 4.96004 -0.28110
N -0.42865 3.56122 -0.59191
C -1.30083 2.79200 -1.33919
N -1.15739 1.51247 -1.27853
C -2.06187 0.66996 -2.05105
C -2.57589 1.36215 -3.29915
C -3.16494 2.70016 -2.89652
N -2.18462 3.46638 -2.14330
C -2.50826 4.86876 -1.91206
H -0.55223 5.64679 -2.31538
H -1.53335 6.67084 -1.25638
H -1.34086 5.06431 0.57579
H 0.28890 5.41429 -0.01294
H 0.00025 3.02042 0.14803
H -2.90098 0.35688 -1.42064
H -1.54157 -0.25451 -2.31926
H -3.33002 0.75567 -3.80152
H -1.75376 1.52482 -4.00076
H -4.07528 2.55092 -2.30052
H -3.44108 3.28924 -3.77357
H -3.29066 4.96232 -1.14660
H -2.91028 5.26478 -2.84640
*
```

## Properties
LUMO energy = 0.132 eV


Computed, not measured: C38H48BrF2O3P2RuSe2 as an isolated structure at a distorted geometry, with wB97M-V/def2-TZVPD.

ORCA input file:
```
! wB97M-V def2-TZVPD RIJCOSX def2/J DEFGRID3
* xyz 0 2
Ru 2.20222 -1.06284 -0.75716
Se -0.22867 -1.81166 -1.39594
P 0.25603 -3.55637 -0.24340
Se 2.27831 -3.31318 0.45204
C -0.92857 -3.75522 1.12192
C -0.52538 -3.71927 2.44993
C -1.45860 -3.90370 3.46755
C -2.79001 -4.12395 3.15675
C -3.19962 -4.14914 1.82636
C -2.27519 -3.96299 0.81362
C 0.07322 -5.08159 -1.19085
C -0.13758 -5.04787 -2.56225
C -0.24307 -6.23876 -3.27216
C -0.13686 -7.45189 -2.61342
C 0.08282 -7.48696 -1.23933
C 0.19038 -6.30550 -0.52883
H 0.52004 -3.55549 2.68209
H -1.13876 -3.87908 4.50182
H -3.51464 -4.26994 3.94799
H -4.24065 -4.31758 1.58228
H -2.59608 -3.98522 -0.22189
H -0.19064 -4.09615 -3.07492
H -0.39678 -6.21129 -4.34280
H -0.21502 -8.37736 -3.16964
H 0.17252 -8.43589 -0.72664
H 0.36907 -6.33214 0.54047
Br 3.34292 0.86105 -2.39830
C 2.13658 0.55351 -3.82945
C 1.67139 1.69514 -4.46703
C 0.78434 1.56895 -5.52371
C 0.38483 0.30563 -5.93692
C 0.86877 -0.81631 -5.28720
C 1.75125 -0.72665 -4.20972
C 2.17633 -2.04613 -3.57238
O 2.04741 -3.05547 -4.23132
O 2.68026 -2.03336 -2.37589
H 1.99838 2.66990 -4.13107
H 0.41266 2.45595 -6.02080
H -0.29796 0.19569 -6.76926
H 0.58111 -1.81259 -5.59451
O 1.31925 0.76307 0.11166
P 0.42148 1.90326 0.55179
C -0.59742 2.55897 -0.81558
C -1.00968 1.46871 -1.82053
C -2.12504 1.98561 -2.72012
C -3.41533 2.15492 -1.90530
C -3.12554 2.59117 -0.45741
C -1.83136 3.39660 -0.37577
C -0.65015 1.40231 1.92109
C -1.30911 0.04479 1.62635
C -2.38885 -0.26430 2.67508
C -2.06735 0.36367 4.03572
C -0.56010 0.36717 4.26061
C 0.15042 1.27707 3.23846
C 1.40472 3.35599 1.03099
C 0.55533 4.50357 1.64572
C 1.39165 5.38787 2.57674
C 2.77422 5.62540 1.98010
C 3.56102 4.30216 1.88528
C 2.64039 3.07465 1.89457
H 0.10587 3.22869 -1.32448
H -1.37505 0.58875 -1.29408
H -0.14394 1.14820 -2.39310
H -2.29051 1.29470 -3.54820
H -1.82023 2.93871 -3.16590
H -3.95729 1.20643 -1.89262
H -4.07002 2.88271 -2.38963
H -3.05346 1.71717 0.19599
H -3.95351 3.18973 -0.07421
H -1.70241 3.80213 0.62508
H -1.91823 4.26202 -1.03817
H -1.43741 2.15527 2.02101
H -0.53042 -0.72038 1.62849
H -1.74619 0.00864 0.63129
H -2.46593 -1.34640 2.78140
H -3.36274 0.08706 2.32274
H -2.57709 -0.18280 4.83159
H -2.43903 1.39295 4.08089
H -0.18612 -0.65678 4.16798
H -0.31792 0.69928 5.27125
H 1.13501 0.85918 3.01584
H 0.31078 2.26758 3.66993
H 1.78305 3.68182 0.05325
H -0.30218 4.10960 2.19518
H 0.15134 5.12308 0.84167
H 1.49417 4.91302 3.55690
H 0.87087 6.33248 2.74228
H 3.32739 6.35250 2.57577
H 2.65438 6.06815 0.98633
H 4.26099 4.22501 2.71939
H 4.16195 4.29102 0.97296
H 2.33971 2.84735 2.91705
H 3.16732 2.20729 1.51714
F 4.08295 0.59127 0.66226
C 3.71140 -0.72831 0.53198
F 4.80244 -1.31582 -0.11976
H 3.68472 -1.16824 1.52904
*
```

## Properties
LUMO energy (spin up / spin down) = -0.001 / -0.181 eV


Calculated calculated total energy, -67602.874, -273660.357 eV (same order as the records).
Calculated relative energy (zero: lowest compared OMol25 entry of this formula, charge and spin), 47.2, 145.6 kJ/mol (same order as the records).